Density functional theory data (wB97M-V/def2-TZVPD) for a 3-piece molecular cluster, C11H25BBr2NO5 overall in a non-equilibrium geometry.

Element x y z (Å)
C1 0.09385 3.26927 6.08687
C2 0.00746 2.04908 5.06402
Br1 -1.33754 0.64584 5.54813
C3 0.82443 1.92998 3.91422
Br2 2.09651 3.44477 3.62582
C4 0.75188 0.66717 2.92031
O1 2.03961 0.26336 2.45352
B1 2.34652 0.81607 1.09152
O2 2.64603 -0.15892 0.02430
O3 1.15089 1.67762 0.86397
C5 0.00115 1.23894 1.60532
N1 -0.76702 0.25772 0.76474
H1 0.26111 4.27088 5.58966
H2 -0.87792 3.35673 6.68690
H3 0.90526 3.03383 6.85504
H4 0.37020 -0.27407 3.42398
H5 3.34690 1.46494 1.30842
H6 3.60121 -0.33549 0.03474
H7 -0.68233 2.04503 2.04668
H8 -0.87266 0.70450 -0.16280
H9 -1.74157 0.18605 1.11004
C6 3.56226 -1.63302 -3.13077
C7 3.68560 -3.14097 -2.99051
C8 2.41984 -3.84475 -3.45549
O4 3.93897 -3.47020 -1.62696
H10 2.74081 -1.25122 -2.51643
H11 4.47303 -1.13958 -2.78253
H12 3.38429 -1.34502 -4.17082
H13 4.53942 -3.49716 -3.57426
H14 1.55946 -3.53676 -2.85351
H15 2.51743 -4.92760 -3.33820
H16 2.20805 -3.62429 -4.50525
H17 3.18938 -3.15807 -1.10078
C9 -4.64929 -0.87862 -2.47525
C10 -4.03652 0.22198 -1.62305
C11 -4.82864 1.51534 -1.73591
O5 -2.69322 0.45079 -2.03801
H18 -4.65119 -0.59717 -3.53329
H19 -4.06400 -1.79782 -2.39308
H20 -5.67715 -1.08973 -2.16871
H21 -4.00271 -0.09813 -0.57847
H22 -4.83671 1.87894 -2.76861
H23 -4.37097 2.29951 -1.12769
H24 -5.86188 1.37592 -1.40719
H25 -2.71026 0.73436 -2.96064

## Properties
HOMO-LUMO gap in eV: 7.1
Total charge: -1
2S+1: 1
LUMO energy in eV: 2.61

Here are the Mulliken charges for atoms 1 to 4, given in e: -1.082 0.206 -0.251 -0.171

***

Density functional theory data (wB97M-V/def2-TZVPD) for a 2-piece molecular cluster, CH2FPS overall in a non-equilibrium geometry.

Element x y z (Å)
C1 0.74728 0.78099 0.11203
F1 -2.15143 -1.12875 0.13652
P1 1.91282 -0.10425 0.82470
S1 0.54801 -0.67081 -0.86902
H1 0.35595 1.71064 -0.14839
H2 -1.41263 -0.58783 -0.05584

## Properties
HOMO-LUMO gap in eV: 7.6
2S+1: 1
LUMO energy in eV: -0.83

Here are the Mulliken charges for atoms 1 to 4, given in e: -0.084 -0.395 -0.072 -0.262

***

Density functional theory data (wB97M-V/def2-TZVPD) for Cu2FZn as an isolated structure in a non-equilibrium geometry.

Element x y z (Å)
Cu1 -1.19912 -2.15674 2.29571
Cu2 -2.22025 0.30256 -1.89782
Zn1 2.87288 1.98263 -0.28047
F1 0.54650 -0.12846 -0.11741

## Properties
HOMO-LUMO gap (spin up / spin down) in eV: 9.0 / 3.0
Total charge: +5
2S+1: 3
LUMO energy (spin up / spin down) in eV: -25.95 / -28.03

What are the Mulliken partial charges on each atom? They are as follows, in elementary charge units: 1.569 1.429 1.985 0.017

***

Density functional theory data (wB97M-V/def2-TZVPD) for one molecule with the formula C5H12N2O in a non-equilibrium geometry.

Element x y z (Å)
C1 0.16989 2.53602 0.93376
N1 -1.18106 1.89215 0.71807
C2 -1.17838 0.52640 0.44119
O1 -2.07042 -0.20356 0.65836
C3 -0.01586 -0.15928 -0.44743
C4 -0.55026 -0.72780 -1.75220
N2 0.33875 -1.22123 0.51018
C5 1.48019 -2.08891 0.34452
H1 0.99452 1.76948 0.95784
H2 0.10481 3.21689 1.84796
H3 0.52471 3.22017 0.09631
H4 -2.06100 2.32413 1.03594
H5 0.79718 0.55289 -0.64519
H6 -1.39003 -0.08844 -2.28362
H7 -0.95429 -1.79265 -1.81796
H8 0.27873 -0.69809 -2.47906
H9 -0.50605 -1.77214 0.97876
H10 1.47625 -2.55151 -0.66174
H11 2.38560 -1.70147 0.52540
H12 1.35672 -3.03309 1.03891

## Properties
HOMO-LUMO gap in eV: 9.2
2S+1: 1
LUMO energy in eV: 0.94

Here are the Mulliken charges for atoms 1 to 4, given in e: -0.732 -0.120 0.021 -0.572

***

Density functional theory data (wB97M-V/def2-TZVPD) for one molecule with the formula C2H3ISi in a non-equilibrium geometry.

Element x y z (Å)
C1 0.47498 -0.02757 0.51982
C2 0.17140 0.03349 1.71912
Si1 -0.18003 -0.05234 -1.25443
I1 0.33910 0.45635 3.70178
H1 -1.49583 0.03127 -0.87331
H2 0.01970 -1.41595 -2.01247
H3 0.67067 0.97476 -1.80051

## Properties
HOMO-LUMO gap (spin up / spin down) in eV: 6.1 / 5.9
2S+1: 3
LUMO energy (spin up / spin down) in eV: 0.53 / -3.41

Here are the Mulliken charges for atoms 1 to 4, given in e: -0.027 -0.326 0.420 0.141

***

Density functional theory data (wB97M-V/def2-TZVPD) for C71H83N4O4P3S2Sr as an isolated structure in a non-equilibrium geometry.

Element x y z (Å)
Sr1 0.44709 -0.00732 -0.65351
N1 -2.37823 -0.69622 2.20732
C1 -2.52476 -1.97619 1.78830
C2 -3.27018 -2.93221 2.47107
C3 -3.45789 -4.22550 1.98129
C4 -2.90257 -4.59177 0.78359
C5 -2.14266 -3.65815 0.06215
C6 -1.54350 -3.99345 -1.17878
C7 -0.86166 -3.03977 -1.82865
C8 -0.65018 -1.77302 -1.24705
N2 -1.20570 -1.42054 -0.11505
C9 -1.93150 -2.35051 0.54497
H1 -1.60182 -0.15490 1.77754
H2 -2.71850 -0.47528 3.12997
H3 -3.72571 -2.65809 3.41479
H4 -4.02555 -4.94400 2.56604
H5 -3.05458 -5.58206 0.36639
H6 -1.64792 -4.98221 -1.61099
H7 -0.35109 -3.20505 -2.76561
H8 0.19550 -1.22660 -1.81034
C10 1.54577 3.54411 -2.29911
N3 0.60244 3.49207 -1.20758
C11 -0.54598 4.32212 -1.48836
C12 1.22281 3.97434 0.01111
C13 2.38848 3.14539 0.48331
C14 3.58960 3.80896 0.74596
C15 4.64718 3.15069 1.34613
C16 4.46931 1.81927 1.68419
C17 3.27401 1.16859 1.38788
C18 2.16698 1.77378 0.75073
H9 1.79501 4.58453 -2.59865
H10 1.14660 3.02871 -3.16969
H11 2.43179 3.02612 -1.94977
H12 -0.25698 5.38788 -1.62293
H13 -1.24044 4.22584 -0.65730
H14 -1.03643 3.99397 -2.40044
H15 0.46804 3.85174 0.78702
H16 1.54596 5.02732 -0.11893
H17 3.70717 4.85826 0.49629
H18 5.57757 3.66488 1.55420
H19 5.27502 1.29567 2.18584
H20 3.12708 0.13461 1.64585
C19 -0.64564 0.76433 -4.95172
N4 -0.60143 -0.25582 -3.97495
P1 -1.29103 -0.08431 -2.44578
C20 -2.66153 1.12341 -2.91901
C21 -3.54342 0.96377 -3.98010
C22 -4.56420 1.87101 -4.16585
C23 -4.71984 2.91901 -3.27000
C24 -3.85870 3.05285 -2.19192
C25 -2.81424 2.15959 -2.01268
C26 -2.64580 -1.32459 -2.49386
C27 -2.71754 -2.20661 -3.55609
C28 -3.78064 -3.07424 -3.69039
C29 -4.78142 -3.07383 -2.73108
C30 -4.70854 -2.20103 -1.65499
C31 -3.64940 -1.32182 -1.53193
P2 0.96365 -0.73776 -3.14048
C32 0.94010 -2.36151 -4.04817
C33 1.61110 -3.49826 -3.60212
C34 1.48925 -4.71509 -4.23414
C35 0.69107 -4.84087 -5.35769
C36 0.02642 -3.72667 -5.83126
C37 0.15743 -2.51163 -5.18954
C38 2.06824 0.03953 -4.42943
C39 2.88788 1.07443 -3.99962
C40 3.77590 1.68811 -4.85933
C41 3.83784 1.30945 -6.18890
C42 3.02325 0.28131 -6.63004
C43 2.16158 -0.35724 -5.75982
H21 -1.02733 0.37303 -5.91423
H22 0.35195 1.17820 -5.14303
H23 -1.28608 1.59696 -4.64951
H24 -3.41907 0.12658 -4.66328
H25 -5.23918 1.75517 -5.00617
H26 -5.52151 3.62977 -3.42894
H27 -3.99555 3.85769 -1.48513
H28 -2.07767 2.18969 -1.20072
H29 -1.90182 -2.20645 -4.27214
H30 -3.82549 -3.74361 -4.54539
H31 -5.61745 -3.76052 -2.82662
H32 -5.49165 -2.20471 -0.90502
H33 -3.58924 -0.62227 -0.70828
H34 2.18561 -3.46014 -2.67354
H35 2.00832 -5.57288 -3.82275
H36 0.56730 -5.80196 -5.84373
H37 -0.62449 -3.79208 -6.69841
H38 -0.40514 -1.66982 -5.57470
H39 2.85330 1.35089 -2.95840
H40 4.40014 2.48359 -4.47322
H41 4.50984 1.80915 -6.87845
H42 3.04668 -0.03038 -7.67052
H43 1.54913 -1.15717 -6.15655
O1 2.30265 0.28992 -1.44263
S1 2.82306 -1.09782 -1.51862
O2 3.06204 -1.49490 -2.94002
O3 4.06658 -1.24787 -0.76970
S2 1.56337 -2.36954 -0.64670
C44 0.63684 4.43194 4.56930
C45 1.23772 3.25990 4.07264
C46 0.60271 2.48255 3.13991
C47 -0.66631 2.84611 2.62366
C48 -1.26024 2.04407 1.58554
C49 -2.58747 2.38324 1.34471
C50 -3.26110 3.47584 1.93633
C51 -2.62429 4.30411 2.81576
C52 -1.30405 3.98997 3.19564
C53 -0.61684 4.77493 4.15110
H44 1.16157 5.04639 5.29161
H45 2.21939 2.98252 4.42908
H46 0.97895 1.56805 2.67147
H47 -3.16958 1.77216 0.67441
H48 -4.29834 3.66015 1.68072
H49 -3.11874 5.16409 3.25167
H50 -1.10588 5.65591 4.55025
O4 0.70553 -1.38043 2.55440
P3 1.23422 -2.29229 3.56805
C54 3.08789 -1.91939 3.74632
C55 3.96933 -2.24688 2.54228
C56 4.85846 -3.47923 2.68098
C57 5.64808 -3.42898 3.98459
C58 4.68356 -3.36694 5.16453
C59 3.80852 -2.11821 5.08152
C60 0.47980 -4.00743 3.30663
C61 0.46071 -4.43344 1.84923
C62 1.73960 -5.12787 1.41629
C63 2.02411 -6.32647 2.31331
C64 2.10949 -5.88698 3.77225
C65 0.84164 -5.17033 4.22334
C66 0.55694 -1.81923 5.27112
C67 -0.96064 -1.93188 5.20850
C68 -1.63846 -1.30490 6.42720
C69 -1.23762 0.16368 6.62879
C70 -0.20641 0.59527 5.59326
C71 0.97509 -0.36648 5.55247
H51 2.88539 -0.84329 3.62649
H52 4.62591 -1.39226 2.36244
H53 3.33176 -2.30974 1.66313
H54 5.54300 -3.50860 1.82913
H55 4.27839 -4.40203 2.66131
H56 6.28293 -2.53885 3.98922
H57 6.29413 -4.31033 4.07009
H58 5.24562 -3.35181 6.10479
H59 4.06100 -4.26288 5.17722
H60 4.45677 -1.24912 5.22666
H61 3.09205 -2.12942 5.90143
H62 -0.55381 -3.70198 3.50938
H63 0.27365 -3.54269 1.24928
H64 -0.38861 -5.10817 1.69283
H65 2.56400 -4.41478 1.46979
H66 1.64628 -5.45329 0.37230
H67 2.96341 -6.80989 2.01920
H68 1.21959 -7.06057 2.19913
H69 2.94450 -5.19900 3.88353
H70 2.30070 -6.75696 4.41203
H71 0.96492 -4.81962 5.25159
H72 0.00984 -5.88414 4.21224
H73 0.93020 -2.48439 6.05453
H74 -1.26673 -2.97882 5.17861
H75 -1.27427 -1.44332 4.28617
H76 -1.37060 -1.88962 7.31298
H77 -2.72066 -1.39353 6.30678
H78 -0.82198 0.29272 7.63318
H79 -2.11110 0.81119 6.55161
H80 0.16345 1.58802 5.84590
H81 -0.63363 0.65768 4.59113
H82 1.51682 -0.31679 6.50193
H83 1.61355 0.00175 4.75039

## Properties
HOMO-LUMO gap in eV: 4.9
Total charge: -2
2S+1: 1
LUMO energy in eV: 3.86

Here are the Mulliken charges for atoms 1 to 4, given in e: 4.485 0.416 -0.046 -0.574

***

Across the entries above, energy above the lowest of the compared OMol25 structures with the same formula, charge and spin takes the values 173.7, 186.0, 0.0, 273.9, 0.0, 1134.2 kJ/mol, respectively.